Entry 1:
122
Properties=species:S:1:pos:R:3:forces:R:3 method="wB97M-V/def2-TZVPD" e_above_lowest_kj_mol=12.2 total_charge=+1 gap_ev=7.9
H 0.66384 -0.47279 3.02975 -0.020 -0.002 -0.001
H 3.14616 1.09728 5.24973 0.010 0.008 -0.037
C 2.44234 -1.54557 7.11091 -0.002 -0.012 0.007
H 2.13335 1.10983 -6.46718 -0.001 0.004 -0.003
H 5.74439 -0.46505 4.95214 0.004 0.043 0.006
H -2.09661 -3.86327 -2.93637 -0.005 0.009 -0.003
C -1.15270 -2.33960 -1.78709 0.060 -0.063 0.076
H -4.91967 2.75279 -0.62374 -0.001 0.000 0.000
B -2.67410 1.08817 0.79108 0.054 -0.009 0.191
C -0.52785 1.02971 -3.67213 -0.020 0.008 -0.066
H -3.39562 2.78672 3.26022 -0.002 -0.001 0.003
C 6.47218 -0.02411 1.37233 -0.017 0.012 -0.026
C -4.74742 -0.70544 2.37510 -0.012 -0.010 -0.004
H 2.06182 -5.14367 0.58552 0.002 -0.001 0.005
C -0.14587 -3.34545 -3.70620 -0.023 0.008 0.022
H 4.55974 4.20426 3.25555 0.002 0.008 0.001
C 0.46915 -4.81969 3.54464 0.027 0.034 0.034
C 6.28666 0.68675 2.55359 -0.020 0.042 0.000
Cl 10.22590 0.85550 0.34922 0.006 0.001 -0.003
H 9.38010 2.08802 2.76296 0.001 0.000 0.001
H 4.83528 -2.62719 7.66312 -0.006 -0.002 -0.001
Ir 0.03084 -0.05743 -0.16568 0.448 -0.659 -0.523
N -0.07886 -1.55762 -1.60659 -0.026 -0.041 0.291
C -0.69880 0.26373 -4.82289 -0.006 -0.018 0.036
C 1.38301 1.09262 -5.68816 0.002 -0.026 -0.012
C 7.34613 1.43862 3.04776 -0.004 0.013 -0.016
H -3.44070 3.90047 1.89513 -0.004 -0.003 0.002
H -3.35031 1.74856 -3.82073 0.005 -0.014 -0.007
C 4.73266 -2.38042 6.60519 0.005 0.008 0.002
H 5.18500 -1.46825 3.64941 0.006 -0.020 0.036
H 4.14879 0.58359 2.56930 0.035 0.031 0.017
H 2.23361 1.94878 -0.46268 0.016 0.073 0.118
C 1.97508 -0.53747 -2.31747 0.044 -0.241 0.094
C -0.39510 -3.79087 3.20879 0.013 0.018 0.061
C -1.43338 -2.19355 1.68797 -0.093 0.069 -0.139
H -5.23723 -1.50317 2.92864 0.002 -0.002 -0.001
H 1.78168 -2.48098 -4.21492 0.009 -0.001 0.010
H 0.71019 2.46416 -2.66688 -0.002 -0.011 -0.003
H -3.70542 1.55055 1.16214 -0.003 -0.007 0.008
C -1.59236 1.07457 -2.65598 0.033 -0.015 0.041
C -1.54094 2.95456 2.19412 -0.033 -0.033 -0.021
N -1.41952 0.84410 -1.34917 -0.024 -0.117 0.057
H -1.08092 -3.40871 3.95532 0.039 -0.001 -0.019
C 2.68664 -1.42255 0.77374 -0.118 0.008 -0.054
H 4.34976 -3.27214 6.10504 0.004 0.002 -0.003
H -4.71660 0.18259 3.00632 0.000 -0.002 0.001
N -0.18288 1.60432 1.06971 0.131 0.046 -0.005
C 4.97311 0.62573 3.28653 -0.022 0.015 -0.013
C 8.71499 0.78539 1.20107 -0.018 -0.009 0.008
C 1.54545 1.87412 -4.55334 0.009 0.005 0.012
H 2.42140 2.49908 -4.44554 0.000 0.002 -0.002
H 7.81626 -0.52705 -0.23129 -0.002 0.003 0.000
C -4.91092 1.87615 -1.27156 -0.002 0.004 0.010
O 1.71301 0.30903 -1.37083 -0.494 0.488 0.054
H 5.27000 0.41174 6.75006 0.004 -0.005 0.001
C 2.71437 3.36220 2.57707 0.000 -0.004 0.045
H 3.34597 -2.82617 4.20253 -0.014 -0.012 -0.003
C 4.74094 3.37374 1.28425 0.001 -0.025 0.002
C 0.91681 -1.59886 -2.49453 0.078 0.040 -0.026
C -1.21878 -3.24263 -2.82751 0.052 -0.024 -0.040
C 0.93579 -2.49996 -3.54234 -0.022 0.026 -0.030
C 3.58726 -0.80058 4.95511 0.000 0.008 -0.035
O 2.71892 0.33318 4.84943 0.010 -0.006 0.080
C 2.79717 -1.88876 4.23200 -0.074 -0.075 -0.022
C 2.03357 2.71940 1.54004 0.066 -0.030 0.030
H 2.19303 3.60973 3.49318 -0.024 -0.009 0.006
C 7.67759 0.02038 0.69091 0.027 0.005 -0.001
H 2.04112 -6.11405 2.86140 -0.001 -0.002 -0.006
H -1.58247 -0.35575 -4.92599 -0.004 0.004 0.001
N -2.54549 -0.36860 1.27036 0.041 -0.002 -0.171
C 0.25896 0.29003 -5.82480 0.006 0.003 -0.003
H -5.46998 2.11226 -2.17393 0.000 0.000 0.000
N 2.49656 -1.53764 2.85182 -0.051 -0.005 -0.047
H 4.59730 2.46970 -0.65752 0.009 -0.004 0.005
H 5.65517 -0.61456 0.97325 0.010 -0.001 0.005
H 5.78941 3.62311 1.18447 -0.005 0.003 -0.003
C 1.37249 -4.76796 1.33046 0.006 0.015 -0.040
N -2.59923 1.10788 -0.73360 -0.065 0.159 -0.110
C 2.72946 2.40837 0.37714 -0.003 0.074 -0.088
H 0.52684 -3.35867 -0.01146 -0.046 0.111 -0.219
N 3.29788 -1.89573 1.82606 0.053 0.046 -0.003
C 0.49974 -3.74406 0.99073 -0.042 0.023 0.078
H -3.08320 -3.15816 2.80409 -0.001 0.007 -0.017
N -1.36680 -0.99801 1.05138 -0.026 0.022 0.272
H 7.22031 2.00447 3.96471 -0.002 -0.002 0.001
N -1.48672 1.88098 1.38596 -0.013 -0.010 -0.058
C -2.70677 -2.31253 2.25496 -0.015 0.015 0.087
H -2.59744 4.35720 3.37673 0.006 0.001 -0.004
C -0.25303 3.38759 2.40484 -0.026 0.037 -0.008
C -2.81783 3.52786 2.70850 0.007 0.013 -0.001
H 3.63565 0.82562 7.30238 -0.001 -0.003 -0.013
O 2.96770 -0.54721 -3.00868 0.034 0.018 0.032
H 0.44356 -5.23582 4.54384 -0.001 0.006 -0.010
C 0.59180 1.84800 -3.54913 -0.021 0.043 -0.033
H 1.67365 -0.80956 6.87212 0.005 0.007 0.004
C -0.39603 -3.23175 1.92538 -0.017 0.012 -0.004
C 0.57773 2.53230 1.66979 -0.011 0.015 0.035
C 1.36250 -5.31159 2.60448 0.014 0.000 0.001
C -3.51938 1.48757 -1.63783 0.025 -0.012 0.020
C 1.44148 -0.87425 2.40348 0.075 -0.004 -0.013
H 2.09084 -2.53443 6.80894 -0.005 0.009 -0.002
H 2.56013 -1.56963 8.19510 0.005 -0.007 0.000
C 4.93678 -0.57561 4.22871 0.027 -0.035 0.005
H -5.35424 -0.47108 1.50071 -0.003 0.002 0.002
H 4.62302 -0.28405 8.22803 0.002 -0.004 0.000
H 5.73097 -2.17668 6.21950 0.008 0.010 -0.003
C 3.78296 -1.18589 6.45646 -0.015 -0.023 -0.008
H 0.04379 4.25384 2.96876 0.031 -0.001 -0.003
C -2.91680 1.46103 -2.87841 0.017 0.046 -0.024
C -3.37548 -1.13687 1.98381 -0.016 0.017 -0.001
C 4.05146 3.69569 2.44584 -0.007 0.001 -0.011
C 8.56077 1.49586 2.37943 0.004 -0.008 -0.002
H 3.06934 -1.51052 -0.22773 0.049 -0.047 0.011
H 4.83831 1.55235 3.84912 0.014 -0.047 0.001
C 4.07618 2.72245 0.25718 0.020 0.002 0.013
H -1.95560 -2.23872 -1.07041 0.013 0.015 0.036
C 4.36416 0.01631 7.21218 -0.013 0.011 0.002
H -0.17029 -4.05835 -4.51947 0.000 -0.002 0.002
H -5.42707 1.07011 -0.74974 0.003 0.001 0.000
N 1.51361 -0.79800 1.08090 -0.153 -0.057 0.026
H 0.12553 -0.31135 -6.71471 0.001 0.000 -0.002
H 1.83924 -2.04988 4.71978 -0.016 -0.013 0.015

***

Entry 2:
119
Properties=species:S:1:pos:R:3:forces:R:3 method="wB97M-V/def2-TZVPD" s2=0.7620 spin_multiplicity=2 total_charge=-1 gap_ev="5.3 / 5.3"
H 1.04391 2.82299 1.33744 -0.004 0.013 0.003
C 0.28485 3.96853 -2.01523 -0.075 -0.034 0.059
H 0.81039 -3.38052 3.94661 0.002 -0.009 0.013
C 1.09575 -3.93972 -0.22328 0.025 0.020 0.009
C 3.44763 -3.48017 0.11061 0.028 -0.050 -0.001
H 0.62104 2.47142 6.10558 0.001 -0.004 -0.014
H 7.39329 4.07905 -8.10023 -0.008 -0.010 0.009
C 4.13344 4.24308 -2.25483 0.005 -0.028 0.038
C -1.58121 -2.44738 4.38411 -0.002 -0.083 0.063
N -1.42545 -1.69241 2.14021 0.512 0.797 -0.395
C 1.10832 -1.93715 -3.16707 0.011 0.030 0.012
H 1.24123 3.75029 -2.46042 0.172 -0.051 -0.085
C 4.82007 3.19343 -6.94477 0.044 0.000 0.014
H 4.80117 -5.13254 -0.09078 -0.022 0.001 -0.003
C -0.11633 -0.09831 -4.38960 0.014 -0.004 -0.045
C 0.43878 -2.99103 2.99917 -0.028 0.042 0.029
H 2.36813 0.03434 3.20264 -0.012 -0.004 0.000
C -2.09040 0.83403 -3.42209 0.011 -0.100 0.036
C 4.03242 2.91358 -1.85421 -0.069 0.010 0.110
H -2.88651 1.56468 -3.42879 0.008 -0.016 0.018
C 3.76698 -4.80848 -0.12757 0.013 0.035 0.015
H -4.47128 0.88610 -2.25979 -0.001 0.017 -0.002
C 4.43995 2.21472 -4.76209 -0.182 -0.250 -0.111
H -0.18754 0.97726 5.58015 0.011 0.010 0.000
H -5.89885 1.02921 -0.23756 -0.006 0.001 -0.006
H -2.06406 6.41196 -1.89931 0.005 -0.019 -0.007
H 4.43863 3.75123 -7.79710 0.009 -0.018 0.025
H 0.63773 -5.97651 -0.68537 0.020 0.027 0.008
S 1.78743 -1.32348 0.36156 0.074 0.081 -0.019
H -1.22685 1.50901 -5.26732 -0.005 0.000 0.006
C 6.59620 2.04133 -5.85912 -0.019 0.083 0.008
C 2.12661 -3.02611 0.06856 0.010 0.064 -0.017
C 1.43575 -5.27603 -0.46070 -0.004 -0.047 -0.001
C -3.20846 -0.58055 1.01110 -0.220 0.147 -0.085
H 3.46366 2.03763 3.90235 -0.008 -0.002 0.002
Te 3.07172 1.55817 -3.17095 0.580 0.231 -0.674
C 6.34872 1.02704 -3.59160 0.046 -0.036 -0.037
H 6.17162 1.57257 -2.66269 0.038 0.008 -0.036
C 4.54723 2.51346 -0.61483 0.024 0.096 -0.003
N -0.90286 -0.90918 -2.30309 0.319 0.316 0.442
H 4.75438 1.02442 0.91281 0.033 -0.009 -0.009
H 1.56413 -1.84739 -2.17949 0.022 0.022 -0.037
H 2.24374 3.58081 -6.98881 0.037 0.019 0.017
H 0.34183 -3.80158 2.27164 -0.017 0.022 0.051
H 5.52719 3.19046 1.16101 -0.011 0.010 -0.019
H 3.74992 4.53513 -3.22581 -0.017 0.005 0.005
H 2.98023 -6.75524 -0.60926 -0.004 0.023 0.009
H -1.14517 0.82981 3.40750 -0.014 -0.024 0.034
C 4.72457 5.19527 -1.43719 -0.005 0.001 -0.029
N -2.44367 -0.64131 -0.07913 0.259 -0.145 -0.102
H -1.03852 2.20939 2.29016 -0.005 -0.019 0.000
C 5.13326 3.48845 0.19463 -0.040 -0.017 0.002
H -2.00000 2.58280 0.04169 0.044 0.042 -0.011
N -0.29920 2.56736 4.22679 0.008 -0.011 -0.015
C -4.45487 0.03960 0.99465 0.040 0.002 0.003
C 2.75054 -5.71285 -0.41590 -0.011 -0.018 -0.019
C 0.56888 3.66009 3.76759 -0.001 -0.013 -0.003
C -4.12713 0.49297 -1.31551 0.036 0.022 -0.126
C -4.92351 0.56232 -0.19250 -0.109 0.023 0.063
H 7.42525 0.88564 -3.70789 -0.036 -0.001 -0.016
H 0.71861 -2.95342 -3.25195 -0.004 -0.002 0.036
C 5.77390 1.77370 -4.76844 0.001 0.041 0.139
S -0.58237 -3.43147 -0.28764 -0.096 0.236 0.110
H 4.23145 -2.76235 0.33207 -0.032 -0.016 -0.010
H 5.67476 5.54644 0.45717 -0.010 -0.012 -0.007
C 3.96896 2.93979 -5.86860 0.032 -0.028 0.025
C -0.30773 3.02852 -1.17785 0.045 -0.019 0.076
H 2.49799 1.88634 1.70802 -0.033 0.007 0.015
C -2.84705 -1.91375 4.49964 -0.068 0.022 0.034
C 2.51694 2.41908 4.29201 -0.012 0.009 0.001
C -0.89529 -2.34684 3.17609 0.303 -0.142 0.027
H -1.10987 -2.95643 5.21440 -0.010 0.006 -0.009
H 1.15390 -2.29055 2.56130 -0.039 -0.034 0.033
C -2.16832 4.53723 -0.85367 -0.012 -0.014 0.005
N 1.84840 3.18457 3.23886 -0.007 0.003 0.009
H 1.86633 -1.76731 -3.93196 -0.021 -0.016 -0.010
C -2.66261 -1.20228 2.23511 -0.150 -0.148 0.225
C 6.13422 2.74910 -6.96134 -0.033 -0.008 0.033
C 4.53473 1.08508 -0.15505 0.020 -0.064 0.015
H 2.53883 4.51713 -5.52598 0.000 -0.028 0.024
H 7.62404 1.68841 -5.84674 -0.031 0.005 0.005
C 5.22017 4.81458 -0.20019 0.019 -0.007 0.027
C -1.92621 -0.05865 -2.36954 -0.008 -0.015 -0.108
C -3.41799 -1.29930 3.40042 0.100 -0.062 -0.043
C 2.57029 3.50779 -5.94906 -0.041 -0.033 -0.033
H -4.42334 -0.91323 3.46070 0.007 0.013 -0.029
H 0.81800 -0.41553 3.93324 -0.005 0.026 0.026
C -0.00888 -0.95223 -3.29108 0.028 -0.065 0.049
H 3.58027 0.59109 -0.33076 0.028 0.041 0.014
H 4.78628 6.22679 -1.76359 0.003 -0.015 0.005
H 5.88160 0.04701 -3.47362 -0.022 0.010 -0.008
H 6.51249 2.90990 -9.07782 0.001 0.004 0.008
H 2.72575 3.08355 5.13613 -0.003 -0.007 -0.009
N 0.73049 1.14244 2.54539 0.043 -0.026 0.155
O -0.44213 0.89413 -0.18312 0.160 0.513 0.298
H 1.84611 2.91002 -5.39993 0.009 0.003 0.005
N 1.71248 1.28807 4.76640 0.011 -0.001 0.003
C -1.57602 5.46492 -1.70027 -0.014 0.008 0.007
C 1.56100 2.26783 2.12078 0.003 -0.038 -0.001
H 0.63731 -0.13290 -5.16584 -0.016 -0.005 0.001
H 0.04840 4.21628 2.98389 0.010 -0.011 0.003
H 0.12252 5.89290 -2.94159 -0.006 -0.021 0.021
C 7.03573 3.04645 -8.12967 0.017 0.004 -0.029
C -0.34971 5.17395 -2.28155 0.026 0.012 0.003
Fe -0.46218 -1.10637 0.11511 -0.964 -1.245 -0.706
H 7.91010 2.39465 -8.12881 -0.009 0.002 0.006
C -1.15408 0.80858 -4.44429 0.012 0.041 -0.017
C -0.51823 1.66348 3.08111 0.066 0.066 -0.035
H 0.76088 4.33274 4.60886 -0.006 -0.003 -0.005
C 0.43412 1.81473 5.25050 -0.008 -0.004 -0.023
C 1.43103 0.42580 3.60405 0.010 0.036 -0.032
H -3.39597 -1.98892 5.42987 0.003 0.002 0.007
C 0.32318 1.68324 -0.85259 0.081 -0.458 0.115
C -2.86606 -0.07930 -1.21790 -0.044 0.040 -0.041
H 5.30013 0.50947 -0.68710 -0.032 -0.003 0.002
C -1.53957 3.32682 -0.59821 -0.048 -0.066 -0.031
N 1.52796 1.41827 -1.23227 -0.795 0.290 0.440
H -5.04778 0.12078 1.89155 -0.004 -0.026 0.009
H -3.12445 4.75478 -0.39072 0.022 0.000 -0.010